Record 1
The following is a quantum chemistry calculation of a gas-phase ion, C13H27N5O4P (charge +1), from the Open Molecules 2025 dataset.

Calculated total energy (eV): -38843.194
Charge: +1
Relative energy (zero: lowest compared OMol25 entry of this formula, charge and spin) (eV): 0.000
Orbital gap (eV): 9.122

Each line ends with the Mulliken charge.
Positions of all 50 atoms, in Å:
O (-3.06, 1.41, 0.95)  -0.5717
C (-1.37, -2.53, -0.61)  0.3215
H (-2.84, -0.87, 2.59)  0.3257
C (2.23, 3.13, -1.36)  -0.2631
H (6.89, -0.11, -0.09)  0.3395
C (2.03, -1.66, -1.25)  -0.2628
C (6.14, 0.45, 0.46)  -1.4312
H (-3.48, 0.12, 3.90)  0.3289
H (0.51, -0.91, 0.09)  0.5559
H (-4.08, 0.35, -1.14)  0.3035
H (-5.14, -0.76, -0.21)  0.3560
H (-4.47, -2.96, -0.99)  0.2415
N (-4.65, 0.12, 2.12)  -0.0171
P (3.29, 0.85, -1.89)  0.9004
C (-5.24, 1.35, 2.69)  -1.0366
C (1.42, 3.83, -0.28)  -1.1260
O (3.52, 1.42, -3.21)  -0.8472
C (-3.87, 0.51, 0.98)  0.5076
H (-4.24, -1.44, 3.45)  0.2898
O (2.88, 1.97, -0.82)  -0.2669
C (-4.15, -0.32, -0.29)  -0.5858
N (-1.87, -1.31, -0.32)  -0.2392
H (4.73, -1.08, 0.28)  0.3194
C (4.77, -0.02, 0.06)  -0.0995
H (-5.76, 1.88, 1.90)  0.3569
O (4.60, 0.12, -1.37)  -0.3082
H (1.77, 3.59, 0.72)  0.2873
N (-2.38, -3.36, -0.94)  -0.1287
H (6.26, 0.26, 1.52)  0.3856
C (0.94, -1.86, -0.18)  -0.8096
H (2.98, -1.70, -0.74)  0.0839
H (2.04, -2.47, -1.96)  0.4349
H (1.56, 2.88, -2.17)  0.3715
H (1.42, -2.26, 0.71)  0.2609
H (-4.49, 2.03, 3.09)  0.4037
C (-3.17, -1.40, -0.47)  0.3038
H (4.01, 0.50, 0.64)  0.3655
H (1.01, 0.24, -1.67)  0.4562
H (2.96, 3.82, -1.75)  0.3301
H (-5.97, 1.07, 3.44)  0.3672
N (-3.54, -2.64, -0.83)  -0.0721
C (1.89, -0.31, -1.99)  -0.9282
H (0.19, -3.76, -0.80)  0.2354
C (-3.75, -0.55, 3.09)  -0.8937
H (0.37, 3.60, -0.38)  0.2459
H (-2.36, -4.33, -1.20)  0.1847
H (6.29, 1.50, 0.22)  0.3525
H (1.51, 4.90, -0.40)  0.3550
N (-0.09, -2.82, -0.58)  -0.1123
H (1.76, -0.49, -3.05)  0.4292


Record 2
The following is a quantum chemistry calculation of 4 unconnected molecules or ions with the total composition C13H27N6O3, from the Open Molecules 2025 dataset.

Calculated total energy (eV): -28996.432
Charge: +1
Orbital gap (eV): 6.843

Each line ends with the Mulliken charge.
Positions of all 49 atoms, in Å:
N (2.85, 2.63, -1.76)  -0.8374
N (-4.47, 1.38, -1.44)  -0.0749
H (-3.20, -0.37, 2.48)  0.3723
C (2.54, 0.28, -1.65)  -0.0492
C (-4.18, -0.86, 2.47)  -1.3749
H (-5.74, 0.19, -2.59)  0.2857
C (-3.05, 2.71, -2.91)  -1.4067
C (1.18, 0.42, -1.51)  -0.6082
O (-5.24, -1.47, 0.41)  -0.6602
C (5.57, 0.08, 2.51)  -0.8552
H (-4.59, 0.94, -0.54)  0.1134
H (-2.30, -2.49, 2.74)  0.3062
C (3.36, 1.41, -1.76)  0.2329
N (4.45, -0.60, 1.87)  -0.1105
H (-1.43, -3.07, 1.32)  0.2519
H (4.88, -3.89, 2.21)  0.2975
O (-2.48, 2.04, -0.67)  -0.7537
H (5.30, -2.70, 3.46)  0.3876
H (-4.95, -0.10, 2.48)  0.2939
O (3.21, -2.33, 1.19)  -0.6451
H (6.26, -0.63, 2.93)  0.3232
H (-0.38, 1.95, -1.43)  0.7130
N (4.76, 1.25, -1.87)  -0.5588
H (3.73, -0.04, 1.45)  0.1495
H (-5.32, 1.75, -3.32)  0.3569
C (0.68, 1.73, -1.51)  -0.2765
H (6.10, 0.70, 1.78)  0.2593
C (-4.35, -1.69, 1.22)  0.8046
C (5.22, -2.87, 2.38)  -1.3269
C (-2.37, -3.13, 1.87)  -0.7831
H (-3.65, -3.23, 0.18)  0.2333
H (-3.06, 1.99, -3.73)  0.3693
H (-2.52, -4.15, 2.20)  0.2879
H (1.18, 3.66, -1.66)  0.2944
H (6.20, -2.74, 1.92)  0.3574
H (5.18, 1.51, -0.98)  0.2788
C (4.21, -1.93, 1.77)  0.8583
N (-3.48, -2.71, 1.02)  -0.1628
H (-6.47, 1.67, -1.98)  0.3150
H (5.21, 0.73, 3.31)  0.3235
C (-5.56, 1.24, -2.39)  -0.9042
C (-3.30, 2.02, -1.59)  1.0185
H (2.99, -0.70, -1.66)  0.4484
H (-3.79, 3.47, -3.10)  0.4163
H (0.51, -0.41, -1.42)  0.4918
H (-2.07, 3.18, -2.88)  0.2659
H (5.11, 1.94, -2.53)  0.3328
N (1.54, 2.71, -1.65)  0.4963
H (-4.28, -1.48, 3.36)  0.4525


Record 3
The following is a quantum chemistry calculation of a molecular structure, C13H27O16PV, from the Open Molecules 2025 dataset.

Calculated total energy (eV): -81661.153
Charge: -1
Orbital gap (eV): 7.809

Each line ends with the Mulliken charge.
Positions of all 58 atoms, in Å:
C (-1.87, -3.40, 3.41)  -0.6658
C (-3.12, -2.89, 4.10)  0.6320
O (2.13, 1.87, 2.67)  -0.3415
H (4.89, 1.02, -0.22)  0.1229
O (-2.91, -1.95, -2.19)  -0.5427
O (-1.18, 0.12, -2.07)  -0.9113
C (0.86, 1.54, 3.23)  -0.4496
H (2.95, -0.07, -6.47)  0.3965
H (0.03, 4.71, 1.68)  0.2517
C (-2.48, -2.86, -1.35)  0.6728
H (-0.27, 3.07, 1.13)  0.0293
H (-3.05, 2.21, -1.23)  0.3140
H (0.03, 1.47, 2.54)  0.0424
H (0.91, 0.63, 3.83)  0.2665
H (0.12, 4.33, -0.11)  0.2569
C (2.19, -0.46, -5.79)  -0.3839
H (-2.12, -3.80, 2.42)  0.2466
V (0.00, -0.79, -0.25)  1.7641
O (-2.52, 1.93, -1.98)  -0.5117
O (0.26, -0.97, 1.31)  -0.4993
C (0.29, 3.98, 0.91)  -0.3022
C (-4.68, 0.52, 3.75)  -0.9353
H (-1.37, -4.22, 3.92)  0.2891
C (-4.55, -0.92, 4.25)  -0.3326
O (1.45, 1.15, 0.34)  -0.0255
H (5.46, 1.19, 1.48)  0.2589
C (4.59, 1.11, 0.83)  -0.4647
H (4.30, 0.31, -2.50)  0.1679
O (1.65, 3.74, 1.00)  -0.3593
O (1.15, -1.55, -1.02)  -0.5931
O (-1.63, 0.93, -0.23)  -0.6766
H (-4.26, 0.55, 2.74)  0.2012
H (1.91, -1.39, -6.28)  0.2789
H (-4.53, -0.97, 5.34)  0.3383
O (-3.43, -1.67, 3.68)  -0.1463
H (0.32, -0.20, -5.14)  0.2027
O (-3.69, -3.54, 4.99)  -0.6464
P (2.21, 2.22, 1.10)  0.4000
C (3.93, -0.86, -4.28)  0.5918
H (1.24, 1.34, -5.20)  0.2487
O (-1.64, -2.39, -0.53)  -0.7083
C (-1.81, 0.95, -1.48)  1.0283
C (0.98, 0.43, -5.75)  -0.9602
H (-5.72, 0.85, 3.71)  0.3314
H (3.45, -1.31, -2.20)  0.2526
H (-5.43, -1.49, 3.95)  0.3087
H (0.49, 0.76, -6.66)  0.3785
H (-4.00, 1.17, 4.31)  0.2769
H (5.15, -1.18, -2.72)  0.3633
H (-2.31, -1.20, -2.25)  0.4912
O (2.59, -0.72, -4.45)  -0.1634
H (-1.35, -2.46, 3.22)  0.0956
H (0.47, 2.29, 3.91)  0.3126
O (4.81, -0.98, -5.10)  -0.6060
C (4.16, -0.73, -2.79)  -0.7605
O (-2.83, -4.03, -1.44)  -0.6992
H (3.93, 0.29, 1.11)  0.2840
O (3.85, 2.30, 0.83)  -0.4108


Record 4
The following is a quantum chemistry calculation of a molecular structure, C13H28AlO5S2, from the Open Molecules 2025 dataset.

Calculated total energy (eV): -52443.351
Charge: -1
Orbital gap (eV): 7.184

Each line ends with the Mulliken charge.
Positions of all 49 atoms, in Å:
H (-0.42, 1.94, -0.43)  -0.1604
C (-1.69, 5.91, -1.52)  -1.1287
H (-2.19, -4.43, 1.68)  0.3113
H (-4.89, -2.20, -1.28)  0.3015
H (-1.69, 5.85, -0.44)  0.2827
O (0.06, -3.81, 2.79)  -0.6107
C (0.87, -1.78, 0.90)  -0.5666
O (3.80, -0.07, 2.07)  -0.4620
H (-0.24, 5.85, -3.97)  0.3311
H (4.52, 2.28, 1.69)  0.2569
H (-2.83, -3.32, -4.30)  0.3987
Al (-0.56, 0.87, 0.73)  0.2758
H (6.11, 1.93, 2.41)  0.3675
H (-5.01, -3.21, -2.74)  0.3739
H (0.77, -1.56, 1.96)  0.4418
H (6.26, -0.30, 3.91)  0.3361
S (-2.81, 0.75, 1.29)  -0.3996
H (-1.87, -3.87, -2.91)  0.2781
H (4.77, 2.51, 3.43)  0.3292
C (0.02, -0.92, -0.01)  0.1453
C (-0.52, 4.87, -3.58)  -1.1386
H (-4.04, -3.76, -1.35)  0.2664
C (5.03, 1.89, 2.57)  -1.0896
H (-3.06, -0.53, 0.98)  -0.0340
H (0.56, -0.74, -0.94)  0.3622
H (-1.47, 4.57, -4.03)  0.3190
H (4.92, 0.29, 4.92)  0.3301
C (5.18, -0.25, 4.00)  -1.1734
H (1.41, 0.59, 2.96)  -0.0498
C (-4.35, -2.89, -1.93)  -1.1537
S (0.72, 1.62, 2.47)  -0.3794
H (-2.68, 5.65, -1.89)  0.3210
H (-0.87, -1.49, -0.26)  -0.4525
C (-3.14, -2.19, -2.50)  0.9155
H (4.77, -1.26, 4.05)  0.2903
C (-0.66, 4.94, -2.07)  0.8822
H (-1.45, 6.93, -1.84)  0.3391
H (1.92, -1.65, 0.67)  0.1014
H (-1.42, -2.38, -3.76)  0.2873
H (-1.08, -5.62, 0.96)  0.3141
O (0.61, -3.22, 0.67)  -0.3824
C (-1.34, -4.57, 1.03)  -0.6866
O (0.01, 4.26, -1.34)  -0.4588
C (4.59, 0.46, 2.80)  0.8188
H (0.24, 4.14, -3.83)  0.2887
C (-0.16, -3.82, 1.59)  0.6975
H (-1.60, -4.22, 0.04)  0.0142
C (-2.26, -3.00, -3.43)  -1.1598
O (-2.88, -1.05, -2.22)  -0.4915